Record 1
Molecular formula: C26H17BrNO2PtS
Method: DFT, wB97M-V/def2-TZVPD

Last column: natural (NBO) charge in e.
Atoms and positions in Å:
1 Pt -0.41771 -0.48419 0.41528  0.9565
2 S -1.01109 1.73946 4.29674  0.4736
3 C -0.94116 0.08943 4.73047  -0.3790
4 C -0.75879 -0.73349 3.65640  -0.2981
5 C -0.71231 -0.02033 2.43185  -0.2519
6 C -0.83999 1.33743 2.63289  -0.3502
7 C -0.82208 2.27880 1.53041  0.2194
8 C -0.94822 3.66322 1.64911  -0.2293
9 C -0.93266 4.44545 0.51342  -0.1224
10 C -0.78951 3.84477 -0.73405  -0.2646
11 C -0.65980 2.47418 -0.78453  0.0488
12 N -0.67108 1.71475 0.31495  -0.4883
13 H -1.03472 -0.19013 5.76807  0.2494
14 H -0.68931 -1.80743 3.74852  0.2302
15 H -1.06169 4.10644 2.62871  0.2379
16 H -1.03230 5.51938 0.59474  0.2363
17 H -0.77798 4.42365 -1.64573  0.2400
18 H -0.54025 1.95080 -1.72599  0.2121
19 C 3.66575 -3.80519 2.06574  -0.1891
20 C 2.28521 -3.89999 1.90151  -0.1596
21 C 1.58080 -2.87505 1.29393  -0.1583
22 C 2.23781 -1.73830 0.81243  -0.0553
23 C 1.51460 -0.65475 0.18844  -0.1047
24 C 2.28404 0.38152 -0.41178  -0.2047
25 C 3.64935 0.46994 -0.23753  -0.2040
26 C 4.33068 -0.52679 0.45253  -0.0424
27 C 3.64510 -1.65286 0.96527  -0.1255
28 C 4.33949 -2.69128 1.60833  -0.1153
29 H 4.20796 -4.60429 2.55219  0.2351
30 H 1.75919 -4.77741 2.25212  0.2315
31 H 0.50464 -2.95545 1.17878  0.2216
32 H 1.77371 1.14081 -0.98907  0.2220
33 H 4.19815 1.30362 -0.65432  0.2355
34 H 5.40406 -0.46427 0.57913  0.2265
35 H 5.41069 -2.60807 1.74079  0.2265
36 Br 0.55626 -0.13579 -4.46515  0.0938
37 C -1.28496 -0.22198 -4.05104  -0.0817
38 C -2.23831 -0.09373 -5.05285  -0.1892
39 C -3.58617 -0.15024 -4.72681  -0.1862
40 C -3.99053 -0.31529 -3.41133  -0.1775
41 C -3.02428 -0.43350 -2.41852  -0.1240
42 C -1.67068 -0.39837 -2.73958  -0.2162
43 C -3.38415 -0.57343 -0.98968  0.7293
44 O -4.61029 -0.20735 -0.70065  -0.1241
45 O -2.68639 -0.95640 -0.05959  -0.6139
46 H -1.92812 0.04564 -6.07909  0.2446
47 H -4.32676 -0.06444 -5.50956  0.2395
48 H -5.04319 -0.37194 -3.16732  0.2415
49 H -0.93296 -0.51756 -1.94859  0.2041

As for the spin multiplicity: 5. The calculation puts the energy above the lowest of the compared OMol25 structures with the same formula, charge and spin at 0.2776 eV. The calculation puts the maximum force at 0.5 eV Å⁻¹. The calculation puts the HOMO-LUMO gap (alpha / beta) at 6.903 / 4.665 eV. As for the total energy: -116936.67960 eV. As for the net charge: +1.


Record 2
Molecular formula: C5H9F4NO3S2
Method: DFT, wB97M-V/def2-TZVPD

Last column: natural (NBO) charge in e.
Atoms and positions in Å:
1 O 1.39107 -2.62755 0.52689  -0.8989
2 S 0.02456 -2.59678 0.14189  2.5394
3 O -1.01951 -3.02521 1.00689  -0.9083
4 F -0.08532 -3.49088 -1.13448  -0.4711
5 N -0.35718 -1.15206 -0.52750  -0.6923
6 C 0.75106 -0.16254 -0.56702  -0.2353
7 C 1.03531 0.50624 0.77694  -0.4432
8 C 2.48340 0.99293 0.98209  -0.5144
9 S 3.45822 1.41771 -0.48716  -0.0287
10 C -1.64755 -0.61901 -0.11224  0.0846
11 O -2.00305 0.32284 -1.12767  -0.5189
12 C -2.65179 1.42312 -0.71363  1.1656
13 F -3.20762 1.99472 -1.74629  -0.2942
14 F -3.59520 1.15250 0.19035  -0.3248
15 F -1.82897 2.31204 -0.13909  -0.3335
16 H 1.63075 -0.66823 -0.95456  0.2474
17 H 0.44669 0.57653 -1.30752  0.2223
18 H 0.36444 1.35407 0.92681  0.2145
19 H 0.81547 -0.20230 1.57972  0.2192
20 H 3.05282 0.24415 1.53118  0.2310
21 H 2.45866 1.88303 1.60994  0.2182
22 H 2.47978 1.92623 -1.23996  0.1126
23 H -2.38372 -1.41700 -0.08565  0.2222
24 H -1.61230 -0.14456 0.87007  0.1867

The structure (SMILES) is O=S(=O)(F)N(CCCS)COC(F)(F)F. The calculation puts the energy above the lowest of the compared OMol25 structures with the same formula, charge and spin at 0.0000 eV. The calculation puts the maximum force at 0.9 eV Å⁻¹. The calculation puts the HOMO-LUMO gap at 9.949 eV. As for the total energy: -45503.92798 eV. As for the net charge: 0.


Record 3
Molecular formula: C2H3BrN2S
Method: DFT, wB97M-V/def2-TZVPD

Last column: natural (NBO) charge in e.
Atoms and positions in Å:
1 C -0.20022 0.35884 -0.81440  -0.0455
2 C -0.44687 -0.94817 -0.82092  -0.4301
3 N 1.15022 -0.21141 0.80784  -0.5029
4 N 0.71011 0.81559 0.07154  -0.0859
5 S 0.43109 -1.68737 0.41295  0.6176
6 Br -1.02189 1.93179 1.53870  -0.5087
7 H -0.57962 1.08247 -1.48449  0.2435
8 H -1.18720 -1.39776 -1.46505  0.2728
9 H 1.14439 0.05602 1.75384  0.4393

The calculation puts the energy above the lowest of the compared OMol25 structures with the same formula, charge and spin at 2.2670 eV. The calculation puts the maximum force at 2.0 eV Å⁻¹. The calculation puts the HOMO-LUMO gap (alpha / beta) at 7.220 / 5.991 eV. As for the total energy: -85977.72206 eV. As for the net charge: 0.


Record 4
Molecular formula: C26H32NO7PSeSiZr
Method: DFT, wB97M-V/def2-TZVPD

Last column: natural (NBO) charge in e.
Atoms and positions in Å:
1 Zr 0.39447 1.11016 1.06758  1.8621
2 O 1.08431 0.96075 7.21622  -0.4294
3 C 0.94817 0.99004 6.00359  0.3790
4 C -0.18409 1.54954 5.26193  0.3835
5 O -1.17706 2.07832 5.73516  -0.4763
6 C 0.09977 1.35483 3.83309  0.2415
7 C 1.29259 0.73390 3.68418  0.1957
8 O 1.83601 0.40982 2.38827  -0.7932
9 C 1.88485 0.47252 5.00363  0.3821
10 O 2.95522 -0.07279 5.21926  -0.4891
11 O -0.71532 1.73795 2.70679  -0.7553
12 O -1.70245 -0.59871 3.13929  -0.6644
13 C -1.38406 -1.08632 2.00382  0.8119
14 O -0.56205 -0.74213 1.12938  -0.7565
15 C -2.23097 -2.36463 1.73296  -0.1341
16 N -3.15408 -2.63313 2.94030  -0.5422
17 C -2.76565 -3.91071 3.56730  -0.2251
18 C -1.35589 -4.15245 3.06998  -0.4229
19 C -1.38888 -3.62736 1.64299  -0.4234
20 H -2.87514 -2.21985 0.86045  0.2377
21 H -4.14198 -2.48395 2.72806  0.4331
22 H -2.86217 -1.81976 3.54639  0.4816
23 H -3.46267 -4.67123 3.20215  0.2109
24 H -2.84205 -3.81275 4.65285  0.2354
25 H -1.07556 -5.20850 3.11907  0.2427
26 H -0.63666 -3.58170 3.66941  0.2327
27 H -1.88142 -4.35784 0.98968  0.2134
28 H -0.38068 -3.45555 1.25434  0.2582
29 C -4.10890 1.39116 -2.67261  -1.1402
30 Si -3.08916 2.81666 -2.03074  1.5689
31 C -4.19515 4.01301 -1.12001  -1.1394
32 C -2.27121 3.69146 -3.46247  -1.1424
33 Se -1.49057 2.02764 -0.60947  -0.7587
34 H -4.88662 1.77522 -3.36414  0.2346
35 H -4.59437 0.87161 -1.82125  0.2364
36 H -3.45094 0.68047 -3.21346  0.2404
37 H -4.97291 4.39687 -1.81161  0.2338
38 H -3.58848 4.85969 -0.73856  0.2500
39 H -4.68066 3.49258 -0.26910  0.2447
40 H -3.04912 4.07528 -4.15391  0.2352
41 H -1.61387 2.97997 -4.00306  0.2409
42 H -1.66517 4.53827 -3.08024  0.2464
43 C 1.75731 2.12215 -1.28065  -1.0102
44 P 1.80248 0.31577 -0.94964  0.7972
45 C 3.59189 -0.05180 -0.97914  -0.2411
46 C 4.08538 -1.23928 -1.54314  -0.2270
47 C 5.45341 -1.52927 -1.53746  -0.2105
48 C 6.35185 -0.64580 -0.94725  -0.2021
49 C 5.88150 0.52242 -0.35592  -0.1908
50 C 4.51334 0.81254 -0.36635  -0.2187
51 C 1.20079 -0.33927 -2.53990  -0.3472
52 C 0.09611 -1.20462 -2.53268  -0.1762
53 C -0.41258 -1.72709 -3.72463  -0.2186
54 C 0.17655 -1.39090 -4.94057  -0.1935
55 C 1.27375 -0.53342 -4.96530  -0.2322
56 C 1.78138 -0.00983 -3.77299  -0.1224
57 H 2.40165 2.41476 -2.11488  0.2461
58 H 2.07251 2.68394 -0.39622  0.3046
59 H 0.73560 2.43699 -1.51585  0.3023
60 H 3.40926 -1.96259 -1.99499  0.2183
61 H 5.81177 -2.45078 -1.98848  0.2168
62 H 7.41430 -0.87367 -0.93725  0.2173
63 H 6.57644 1.20687 0.12347  0.2207
64 H 4.18125 1.72214 0.12755  0.2293
65 H -0.38140 -1.48173 -1.59477  0.2234
66 H -1.26902 -2.39556 -3.70047  0.2142
67 H -0.21843 -1.79740 -5.86777  0.2174
68 H 1.73797 -0.27160 -5.91248  0.2195
69 H 2.64434 0.65078 -3.82063  0.2127
70 H 1.27118 2.80792 1.01094  -0.4898

The calculation puts the maximum force at 4.6 eV Å⁻¹. The calculation puts the HOMO-LUMO gap at 7.108 eV. As for the total energy: -127097.58244 eV. As for the net charge: 0.


Record 5
Molecular formula: C14H18IrN3O7S4
Method: DFT, wB97M-V/def2-TZVPD

Last column: natural (NBO) charge in e.
Atoms and positions in Å:
1 Ir -0.29572 -0.46268 -0.02233  0.7510
2 C 1.61770 -2.86931 1.13489  -0.5603
3 C 0.37964 -3.64337 0.74575  -0.5377
4 S -1.01718 -2.49853 0.95355  0.5390
5 C -2.29196 -3.05123 -0.20354  -0.5427
6 C -3.29562 -1.90476 -0.29247  -0.5654
7 S -2.57717 -0.25177 -0.60559  0.5788
8 C -2.52989 -0.12322 -2.40608  -0.5692
9 C -1.51812 -1.05447 -3.03581  -0.5504
10 S 0.07044 -0.64154 -2.28152  0.6185
11 C 1.02174 -2.17388 -2.41776  -0.5439
12 C 2.25672 -2.01407 -1.55056  -0.5694
13 S 1.89940 -1.39493 0.12091  0.5350
14 H 2.51943 -3.48439 1.09385  0.3044
15 H 1.54606 -2.46848 2.14785  0.2869
16 H 0.24293 -4.49957 1.41041  0.3034
17 H 0.38920 -4.00870 -0.27909  0.2406
18 H -2.78236 -3.93815 0.20466  0.3002
19 H -1.82983 -3.32063 -1.15009  0.2311
20 H -3.83999 -1.78112 0.64514  0.2901
21 H -4.03629 -2.08752 -1.07300  0.2942
22 H -2.29175 0.92846 -2.59340  0.2934
23 H -3.54000 -0.29740 -2.78265  0.3035
24 H -1.43947 -0.86466 -4.10942  0.3064
25 H -1.72773 -2.11197 -2.88837  0.2422
26 H 1.30770 -2.29312 -3.46706  0.3026
27 H 0.38412 -3.01104 -2.14115  0.2322
28 H 2.94227 -1.27477 -1.96932  0.2924
29 H 2.81176 -2.94975 -1.45922  0.2979
30 O 2.23534 6.41717 2.61876  -0.2943
31 N 1.99802 5.37687 3.18091  0.5228
32 O 2.15437 5.11792 4.35113  -0.3121
33 C 1.38734 4.30779 2.35105  0.0469
34 C 1.07923 3.11581 2.95727  -0.0954
35 C 0.53965 2.11746 2.15160  -0.0659
36 C 0.25807 2.31764 0.79371  0.3895
37 O -0.46345 1.43637 0.08981  -0.5877
38 C 0.62537 3.53824 0.22814  -0.0256
39 C 1.17793 4.54052 1.00013  -0.0687
40 N 0.44873 3.77632 -1.22517  0.5355
41 O 0.23164 2.79567 -1.92701  -0.4020
42 O 0.51841 4.90960 -1.60407  -0.2516
43 N 0.27811 0.83855 2.76539  0.5545
44 O 0.23504 0.71202 3.93562  -0.1405
45 O 0.20663 -0.23645 2.03130  -0.5481
46 H 1.26795 2.97109 4.01400  0.3144
47 H 1.44558 5.49396 0.55883  0.3233

As for the spin multiplicity: 2. The calculation puts the energy above the lowest of the compared OMol25 structures with the same formula, charge and spin at 0.0000 eV. The calculation puts the maximum force at 1.7 eV Å⁻¹. The calculation puts the HOMO-LUMO gap (alpha / beta) at 7.177 / 5.361 eV. As for the total energy: -79755.21253 eV. As for the net charge: +3.


Record 6
Molecular formula: C6H10S
Method: DFT, wB97M-V/def2-TZVPD

Last column: natural (NBO) charge in e.
Atoms and positions in Å:
1 C -0.64172 -1.08007 1.61731  0.0566
2 C 0.32734 -0.87446 0.84721  -0.3777
3 C -1.62831 -1.17358 2.72798  -0.6738
4 C 1.65319 0.87667 -1.52476  -0.4464
5 C -0.71268 0.76646 -1.75477  -0.6527
6 C 0.51680 1.01065 -0.95203  -0.2200
7 S 1.72743 -1.46221 0.05788  0.3664
8 H -1.35181 -2.15866 3.19624  0.2343
9 H -2.55574 -1.17977 2.28168  0.2397
10 H -1.46804 -0.39085 3.47546  0.2346
11 H 2.54305 1.30167 -1.10636  0.2129
12 H 1.63063 0.48439 -2.59484  0.1965
13 H 2.55779 -0.11600 0.06987  -0.0266
14 H -1.76281 1.01018 -1.38563  0.2229
15 H -0.74344 -0.26078 -1.93735  0.2171
16 H -0.66123 1.40192 -2.79297  0.2083
17 H 0.56955 1.84443 -0.22492  0.2078

As for the spin multiplicity: 3. The calculation puts the energy above the lowest of the compared OMol25 structures with the same formula, charge and spin at 4.3524 eV. The calculation puts the maximum force at 5.1 eV Å⁻¹. The calculation puts the HOMO-LUMO gap (alpha / beta) at 5.400 / 6.436 eV. As for the total energy: -17210.51099 eV. As for the net charge: 0.